[1]
{
  "formula": "C35H37ClN4O6PS2SeTl",
  "method": "ωB97M-V with the def2-TZVPD basis set",
  "orbital_gap_ha": 0.12051,
  "e_above_lowest_kcal_mol": 19.6,
  "e_tot_ev": -168665.930,
  "total_charge": -2,
  "elements": ["Tl", "Se", "N", "C", "C", "C", "C", "C", "N", "C", "C", "N", "C", "C", "C", "C", "C", "N", "H", "H", "H", "H", "H", "H", "Cl", "C", "C", "C", "C", "O", "C", "C", "O", "C", "H", "H", "H", "H", "O", "C", "O", "C", "C", "C", "C", "C", "C", "S", "H", "H", "H", "H", "C", "C", "C", "S", "O", "C", "C", "C", "H", "H", "H", "H", "H", "H", "H", "H", "H", "H", "H", "H", "H", "H", "C", "P", "C", "C", "O", "H", "H", "H", "H", "H", "H", "H", "H", "H"],
  "xyz": [[0.567620, 0.045358, -0.249979], [-2.042114, 1.074521, -8.218742], [-2.579247, 1.795120, -6.670835], [-1.691743, 1.458685, -5.763520], [-1.771230, 1.868508, -4.381262], [-2.822737, 2.643962, -3.880147], [-2.824693, 3.004248, -2.554759], [-1.765932, 2.575060, -1.749667], [-0.775859, 1.836672, -2.201540], [-0.757060, 1.471243, -3.488207], [0.351102, 0.628517, -3.943822], [1.270040, 0.265286, -3.042513], [2.270593, -0.507418, -3.409676], [2.421917, -0.979573, -4.716666], [1.495604, -0.609116, -5.661474], [0.428520, 0.215176, -5.289208], [-0.590533, 0.645478, -6.217415], [-0.585882, 0.334838, -7.492946], [-3.617955, 2.937825, -4.552898], [-3.626489, 3.594229, -2.133479], [-1.713642, 2.835234, -0.696392], [2.981416, -0.760716, -2.630013], [3.255222, -1.620852, -4.968352], [1.567728, -0.939166, -6.689495], [0.739252, -8.133967, -1.809419], [0.324749, -6.466981, -1.447463], [-1.014326, -6.057179, -1.523675], [-1.340497, -4.765879, -1.228639], [-0.367418, -3.763076, -0.845998], [-0.741906, -2.610791, -0.539059], [1.005630, -4.231708, -0.817703], [2.147537, -3.386119, -0.531015], [2.247929, -2.172752, -0.480161], [1.300803, -5.576613, -1.093775], [-1.773604, -6.776732, -1.806604], [-2.373061, -4.440329, -1.284086], [3.076311, -3.984565, -0.373418], [2.334136, -5.902873, -1.042337], [4.649850, 1.667368, 0.315131], [3.774097, 1.154632, 1.044706], [2.536597, 1.348633, 0.924267], [4.277090, 0.290304, 2.221372], [5.666045, 0.253456, 2.348038], [6.305355, -0.395807, 3.387049], [5.536484, -1.053566, 4.337768], [4.163322, -1.067152, 4.236005], [3.468339, -0.407885, 3.193283], [1.736437, -0.520932, 3.263077], [6.230850, 0.777968, 1.586576], [7.387957, -0.390646, 3.464352], [6.018715, -1.565611, 5.166374], [3.571960, -1.595363, 4.973011], [-3.215143, -3.597510, 3.117256], [-2.447448, -2.521438, 2.352199], [-3.357657, -1.721221, 1.431210], [-2.525960, -0.199192, 0.819161], [-3.559762, 0.463388, -0.031107], [-2.528473, 0.696693, 2.451643], [-3.300988, 2.004288, 2.380943], [-4.815452, 1.797093, 2.406372], [-2.544911, -4.155265, 3.772662], [-3.686302, -4.306961, 2.433581], [-3.997435, -3.150444, 3.736581], [-1.659734, -2.974743, 1.751444], [-1.959569, -1.860203, 3.071482], [-4.290532, -1.416488, 1.912657], [-3.588600, -2.283412, 0.525254], [-1.471037, 0.893087, 2.632636], [-2.926159, 0.047182, 3.232071], [-3.015809, 2.514451, 1.460118], [-3.000907, 2.635590, 3.221197], [-5.114147, 1.226547, 1.529538], [-5.340947, 2.755438, 2.388839], [-5.118425, 1.257575, 3.308274], [1.837261, 3.514582, 3.095818], [0.691936, 3.560101, 1.677865], [1.520414, 4.127488, 0.164966], [-0.294125, 5.055685, 2.147913], [-0.254860, 2.429499, 1.501374], [2.063738, 4.530007, 3.431058], [2.753278, 2.996362, 2.838556], [1.341665, 2.949368, 3.884549], [2.081124, 5.045041, 0.345109], [0.741437, 4.294261, -0.583164], [2.178978, 3.331155, -0.178645], [-0.820900, 4.832268, 3.076719], [0.326672, 5.941151, 2.289338], [-1.034502, 5.249620, 1.369882]],
  "forces_ev_per_angstrom": [[0.528, -0.110, 0.954], [0.039, 0.013, 0.181], [0.233, -0.084, 0.132], [-0.492, 0.177, -0.539], [0.162, 0.014, 0.773], [0.041, -0.049, -0.139], [0.032, -0.033, -0.021], [-0.159, 0.075, 0.059], [0.306, 0.019, -0.268], [-0.727, 0.450, -0.003], [0.471, -0.450, -0.498], [-0.183, 0.306, -0.140], [0.105, -0.087, -0.073], [0.033, 0.017, 0.037], [-0.142, 0.082, -0.061], [0.398, -0.099, 0.708], [-0.035, -0.155, -0.737], [-0.020, 0.054, 0.265], [-0.007, 0.024, 0.008], [-0.005, -0.015, 0.025], [-0.025, -0.058, 0.037], [-0.020, -0.057, 0.014], [0.006, 0.002, 0.004], [0.000, -0.019, -0.004], [0.011, -0.141, -0.036], [0.100, -0.033, 0.017], [0.092, 0.032, 0.057], [-0.123, -0.055, -0.104], [-0.018, -0.109, 0.065], [0.056, 0.198, -0.058], [-0.328, 0.086, -0.028], [0.505, 0.097, 0.048], [-0.253, -0.291, -0.189], [-0.027, 0.102, -0.009], [-0.025, 0.016, -0.003], [0.004, 0.042, 0.029], [-0.026, 0.029, -0.013], [0.010, -0.004, 0.024], [-0.024, 0.021, -0.145], [0.450, -0.096, 0.278], [-0.482, 0.050, -0.201], [-0.400, -0.195, 0.294], [-0.046, -0.003, 0.025], [0.294, 0.007, -0.014], [0.000, -0.125, 0.150], [0.251, 0.074, -0.114], [0.197, 0.403, -0.414], [-0.452, 0.058, -0.179], [-0.034, -0.004, 0.043], [0.013, 0.010, -0.037], [-0.007, -0.025, 0.014], [-0.063, 0.026, -0.021], [0.058, 0.065, -0.048], [-0.074, -0.115, 0.065], [0.518, 0.144, -0.171], [-0.778, -0.421, 1.100], [-0.174, 0.335, -0.588], [0.343, -0.013, -0.197], [-0.236, -0.192, -0.173], [0.112, 0.094, -0.028], [-0.003, -0.017, -0.007], [-0.025, -0.012, -0.010], [-0.034, -0.023, 0.007], [0.081, 0.073, 0.001], [0.082, -0.026, -0.020], [0.018, 0.147, -0.002], [0.004, 0.016, -0.028], [-0.009, -0.033, 0.126], [-0.022, -0.066, -0.039], [0.012, 0.131, 0.077], [0.140, -0.012, -0.042], [-0.073, -0.048, 0.021], [-0.033, 0.002, 0.035], [-0.027, -0.002, 0.010], [-0.035, -0.171, -0.486], [-0.033, 1.018, 0.422], [-0.074, -0.353, 0.241], [0.073, -0.304, -0.179], [-0.186, -0.187, -0.289], [-0.082, -0.028, -0.054], [0.080, -0.195, -0.059], [-0.012, -0.050, 0.015], [0.002, 0.017, 0.006], [-0.003, 0.086, 0.045], [0.145, -0.068, 0.064], [-0.003, 0.004, 0.020], [0.041, 0.007, -0.019], [-0.014, 0.015, -0.004]]
}

***

[2]
{
  "formula": "C35H37N9S3SiSr",
  "method": "ωB97M-V with the def2-TZVPD basis set",
  "orbital_gap_ha": 0.24607,
  "e_above_lowest_kcal_mol": 6.8,
  "e_tot_ev": -91532.525,
  "elements": ["Sr", "C", "C", "C", "C", "N", "C", "C", "C", "C", "C", "C", "N", "H", "H", "H", "H", "H", "H", "H", "H", "C", "C", "C", "C", "C", "C", "N", "N", "Si", "C", "C", "C", "H", "H", "H", "H", "H", "H", "H", "H", "H", "H", "H", "H", "H", "H", "H", "C", "C", "C", "C", "C", "C", "C", "C", "C", "S", "C", "N", "H", "H", "H", "H", "H", "H", "H", "H", "N", "C", "N", "C", "C", "S", "C", "C", "S", "C", "N", "N", "H", "H", "H", "H", "H", "H"],
  "xyz": [[-0.171002, -0.211156, -0.453958], [4.641598, 1.679344, -1.257858], [5.079798, 2.527244, -0.251558], [4.148298, 3.061044, 0.622742], [2.799998, 2.723744, 0.464942], [2.398898, 1.859244, -0.465258], [3.289498, 1.364044, -1.306558], [1.751298, 3.346344, 1.300342], [1.935798, 4.628144, 1.826242], [0.920398, 5.205744, 2.568442], [-0.248402, 4.488744, 2.763242], [-0.346502, 3.226544, 2.191542], [0.620598, 2.668744, 1.484042], [5.329398, 1.270344, -1.981458], [6.127898, 2.773344, -0.151158], [4.472598, 3.714244, 1.418942], [2.888098, 0.694744, -2.056758], [2.846398, 5.175844, 1.647442], [1.035298, 6.200544, 2.975642], [-1.070002, 4.896844, 3.331542], [-1.254102, 2.646944, 2.295542], [3.620098, -2.052656, -0.647358], [2.416498, -2.940856, -0.532258], [2.568198, -4.313856, -0.490058], [1.420398, -5.096656, -0.356558], [0.197398, -4.493656, -0.308058], [0.101298, -3.083856, -0.414558], [1.228998, -2.342456, -0.481858], [-1.035702, -2.423056, -0.534958], [-2.668102, -2.927256, -0.597558], [-3.155002, -4.765556, -0.857058], [-3.332302, -1.958556, -2.104058], [-3.620202, -2.365256, 0.955242], [4.463298, -2.505156, -0.131358], [3.407998, -1.068956, -0.232658], [3.889998, -1.937356, -1.696858], [3.546398, -4.764856, -0.545458], [1.500398, -6.172356, -0.297258], [-0.713102, -5.054956, -0.213658], [-2.611102, -5.243256, -1.666558], [-4.212702, -4.831056, -1.096458], [-2.997202, -5.362656, 0.037642], [-2.882802, -2.267056, -3.044558], [-3.138102, -0.893756, -1.989558], [-4.403502, -2.084656, -2.200258], [-3.008902, -2.357856, 1.851742], [-4.480302, -2.994956, 1.152142], [-3.983502, -1.354456, 0.809242], [1.794098, -0.766756, 2.424942], [0.389298, -0.643156, 2.915742], [0.075498, -1.069656, 4.219142], [-1.193002, -0.900756, 4.691242], [-2.158102, -0.269956, 3.880442], [-3.452302, -0.000056, 4.352042], [-4.345102, 0.649244, 3.537342], [-3.981902, 1.027144, 2.251442], [-2.722202, 0.763444, 1.720442], [-2.397302, 1.333944, 0.126642], [-1.764102, 0.098844, 2.555342], [-0.511202, -0.120256, 2.116342], [2.481198, -0.908756, 3.255942], [2.053998, 0.135944, 1.874842], [1.876898, -1.623756, 1.760942], [0.839098, -1.534156, 4.824142], [-1.464202, -1.231956, 5.685042], [-3.716502, -0.296056, 5.357242], [-5.338502, 0.871644, 3.897542], [-4.691802, 1.546144, 1.623942], [-0.091502, -2.352656, -3.308258], [-0.060102, -1.188956, -3.965258], [-0.013302, -0.022556, -3.418258], [0.069098, 0.984344, -4.344158], [0.085398, 0.571244, -5.644058], [-0.000602, -1.152956, -5.737358], [0.096798, 2.359744, -3.889458], [0.236598, 3.470444, -4.672458], [0.153698, 4.904344, -3.711558], [-0.079702, 3.865544, -2.295058], [-0.073502, 2.610444, -2.557658], [-0.183502, 4.392144, -1.056158], [-0.435502, -2.335556, -2.344558], [-0.265602, -3.189356, -3.836958], [0.140098, 1.153744, -6.541358], [0.381498, 3.544044, -5.730958], [-0.550902, 5.326544, -0.977758], [-0.497102, 3.714744, -0.372558]],
  "forces_ev_per_angstrom": [[1.006, 2.166, -0.616], [-0.037, 0.032, 0.036], [-0.184, -0.093, -0.090], [-0.136, -0.111, -0.101], [0.518, 0.000, -0.060], [-0.495, -0.160, 0.167], [0.311, 0.089, -0.143], [-0.193, 0.534, 0.446], [-0.017, -0.173, 0.024], [-0.070, -0.137, -0.040], [0.111, 0.026, -0.086], [-0.267, 0.135, 0.318], [0.410, -0.291, -0.282], [0.030, -0.088, -0.049], [0.031, 0.005, -0.009], [-0.073, 0.046, 0.043], [0.099, -0.092, -0.145], [0.106, 0.042, -0.091], [0.024, 0.041, 0.025], [-0.079, -0.001, 0.031], [0.001, 0.002, 0.024], [-0.107, -0.100, 0.007], [0.441, -0.366, 0.086], [0.051, 0.081, 0.036], [0.048, 0.072, -0.030], [0.025, -0.075, 0.105], [0.295, -1.010, 0.207], [0.442, 0.085, -0.054], [-0.944, -0.474, -0.041], [-1.318, 0.265, -0.206], [0.539, 0.471, 0.085], [0.144, -0.348, 0.514], [0.327, -0.157, -0.578], [0.133, 0.091, 0.031], [0.083, -0.013, 0.039], [0.046, 0.099, -0.091], [0.107, 0.017, 0.015], [0.001, -0.121, 0.010], [-0.122, -0.208, 0.037], [0.125, -0.076, -0.207], [-0.206, 0.162, -0.036], [0.053, -0.067, 0.194], [0.113, -0.180, -0.124], [0.011, 0.172, 0.129], [-0.365, -0.012, -0.036], [0.213, -0.059, 0.161], [-0.218, -0.233, -0.030], [-0.052, 0.229, -0.037], [-0.057, -0.072, -0.086], [-0.118, 0.018, 0.245], [-0.249, -0.060, 0.237], [0.220, -0.008, -0.157], [0.221, 0.000, -0.331], [-0.271, 0.096, -0.055], [0.061, -0.265, 0.527], [0.423, -0.075, -0.208], [-0.487, 0.215, 0.307], [-0.273, 0.441, -0.601], [-1.067, 0.117, 0.842], [0.567, -0.191, -0.194], [0.079, 0.065, -0.018], [0.167, 0.073, -0.079], [0.123, -0.070, -0.088], [0.083, -0.009, 0.066], [-0.034, 0.014, 0.065], [-0.036, -0.025, 0.076], [-0.115, 0.027, 0.036], [-0.015, 0.022, -0.062], [0.014, -0.456, 0.106], [0.167, -0.155, -1.532], [0.006, -0.023, 1.179], [-0.064, -0.388, -1.109], [0.056, -0.048, 0.452], [-0.029, 0.172, 0.687], [0.085, 1.048, -0.500], [-0.002, -0.228, 0.317], [-0.074, -0.564, 0.408], [0.181, 0.809, -0.919], [-0.118, -0.714, 0.612], [-0.002, 0.123, 0.406], [-0.163, -0.136, -0.165], [-0.034, -0.017, 0.065], [-0.008, 0.193, -0.103], [0.006, -0.077, -0.223], [-0.035, -0.139, 0.086], [-0.172, 0.074, 0.127]]
}